No. 1
This record from OMol25 describes C24H48FN4O40S10 as an isolated structure in a non-equilibrium geometry. The level of theory is wB97M-V/def2-TZVPD.

Each line ends with the Mulliken charge.
Cartesian coordinates (Å):
F 2.76 -3.67 7.69  -0.298
C 2.30 -2.30 7.45  -0.212
C 0.73 -2.25 7.91  -0.579
N 0.06 -1.25 7.00  0.194
C -1.29 -1.41 6.82  0.260
N -2.03 -0.51 5.92  -0.261
C -3.41 -1.05 5.96  0.035
N -3.47 -2.20 6.90  -0.203
N -2.19 -2.42 7.40  0.008
H 2.90 -1.48 8.00  0.328
H 2.29 -2.16 6.29  0.166
H 0.57 -2.07 9.04  0.268
H 0.26 -3.29 7.63  0.323
H 0.56 -0.45 6.52  0.277
H -4.32 -0.63 5.35  0.317
H -4.26 -2.79 7.19  0.266
H -1.94 -3.16 8.09  0.271
C -5.96 0.36 1.13  -0.273
C -5.05 0.60 2.33  -0.250
O -5.59 -0.21 3.37  -0.328
S -6.25 -1.55 2.71  1.155
O -5.29 -2.61 2.81  -0.560
O -7.60 -1.67 3.19  -0.595
O -6.28 -1.03 1.17  -0.146
H -6.89 0.93 1.21  0.304
H -5.47 0.60 0.18  0.126
H -5.03 1.65 2.63  0.404
H -4.03 0.26 2.13  0.233
C 3.37 -6.17 5.45  -0.352
C 2.14 -5.45 4.89  0.127
O 2.37 -5.35 3.49  -0.281
S 3.23 -6.65 3.00  1.084
O 2.31 -7.62 2.47  -0.543
O 4.38 -6.18 2.28  -0.512
O 3.70 -7.15 4.47  -0.322
H 4.21 -5.48 5.55  0.318
H 3.17 -6.64 6.41  0.327
H 2.01 -4.46 5.33  -0.189
H 1.23 -6.04 5.05  0.308
C -1.36 1.21 -1.87  -0.289
C -2.09 0.26 -2.81  -0.087
O -3.46 0.60 -2.69  -0.201
S -3.59 2.20 -2.40  1.178
O -3.85 2.86 -3.65  -0.661
O -4.40 2.39 -1.23  -0.585
O -2.03 2.47 -2.00  -0.142
H -1.44 0.89 -0.83  0.142
H -0.30 1.32 -2.13  0.431
H -1.93 -0.79 -2.54  0.045
H -1.78 0.42 -3.85  0.248
C -1.38 7.12 -3.22  -0.363
C -0.55 7.43 -1.98  -0.176
O -0.66 6.27 -1.16  -0.291
S -0.81 4.96 -2.12  1.169
O 0.49 4.35 -2.25  -0.620
O -1.97 4.22 -1.70  -0.482
O -1.15 5.74 -3.50  -0.363
H -2.45 7.26 -3.02  0.270
H -1.09 7.74 -4.07  0.315
H -0.91 8.31 -1.45  0.216
H 0.50 7.56 -2.24  0.323
C 1.25 -2.79 -5.16  -0.201
C 1.04 -3.36 -3.77  -0.019
O -0.29 -2.98 -3.40  -0.178
S -1.21 -2.91 -4.73  1.073
O -1.94 -4.15 -4.84  -0.605
O -1.85 -1.63 -4.78  -0.510
O -0.01 -2.94 -5.83  -0.333
H 1.48 -1.72 -5.11  0.230
H 2.04 -3.30 -5.71  0.252
H 1.76 -2.99 -3.05  -0.039
H 1.08 -4.46 -3.78  0.344
C 4.14 -1.61 -9.52  -0.312
C 4.00 -3.13 -9.60  -0.296
O 5.03 -3.64 -8.75  -0.313
S 5.27 -2.59 -7.52  1.068
O 4.52 -3.06 -6.38  -0.448
O 6.66 -2.27 -7.46  -0.551
O 4.47 -1.33 -8.16  -0.301
H 4.96 -1.26 -10.15  0.283
H 3.22 -1.10 -9.81  0.310
H 4.12 -3.50 -10.62  0.314
H 3.04 -3.46 -9.20  0.251
C -4.65 -4.52 -2.13  -0.406
C -3.89 -3.28 -2.58  0.041
O -4.79 -2.20 -2.37  -0.312
S -5.73 -2.53 -1.08  1.225
O -5.16 -1.86 0.06  -0.479
O -7.10 -2.38 -1.47  -0.635
O -5.39 -4.11 -0.97  -0.369
H -5.37 -4.85 -2.89  0.347
H -3.98 -5.35 -1.88  0.316
H -3.60 -3.34 -3.63  0.123
H -3.01 -3.11 -1.96  0.119
C 2.22 10.63 1.07  -0.306
C 1.01 11.36 0.51  -0.311
O 1.26 11.48 -0.89  -0.309
S 2.11 10.19 -1.38  0.995
O 1.20 9.23 -1.94  -0.454
O 3.28 10.66 -2.08  -0.555
O 2.57 9.66 0.09  -0.306
H 3.07 11.32 1.19  0.282
H 2.01 10.15 2.03  0.312
H 0.87 12.35 0.96  0.319
H 0.10 10.77 0.65  0.257
C 4.53 -2.95 -0.49  -0.243
C 5.62 -1.93 -0.81  -0.409
O 5.05 -1.06 -1.78  -0.317
S 3.45 -0.93 -1.50  0.906
O 3.22 0.26 -0.74  -0.544
O 2.75 -1.23 -2.72  -0.437
O 3.31 -2.21 -0.50  -0.200
H 4.47 -3.71 -1.27  0.235
H 4.68 -3.43 0.47  0.294
H 6.53 -2.40 -1.20  0.329
H 5.87 -1.34 0.08  0.307
C 0.89 2.72 2.97  -0.343
C -0.29 1.78 3.21  -0.232
O 0.30 0.52 3.53  -0.247
S 1.70 0.78 4.31  1.100
O 1.46 0.67 5.73  -0.735
O 2.74 0.04 3.64  -0.519
O 1.87 2.35 3.94  -0.297
H 1.32 2.57 1.98  0.324
H 0.61 3.77 3.09  0.301
H -0.93 1.69 2.33  0.308
H -0.88 2.10 4.07  0.228

E_HOMO: -10.8 eV
Net charge: +1



No. 2
This record from OMol25 describes a 6-piece molecular cluster, C24H48N8P overall in a non-equilibrium geometry. The level of theory is wB97M-V/def2-TZVPD.

Each line ends with the Mulliken charge.
Cartesian coordinates (Å):
N -1.22 -1.82 1.79  -0.685
P -0.67 -1.71 0.24  0.534
N 0.10 -3.28 -0.12  -0.097
C 1.61 -3.31 0.09  0.008
C 2.05 -4.88 0.15  -0.845
N 1.61 -5.72 -1.03  -0.176
C 0.21 -5.41 -1.50  -0.750
C -0.13 -3.77 -1.55  -0.455
H -0.95 -2.75 2.20  0.189
H 0.22 -0.57 0.08  0.084
H -1.88 -1.55 -0.56  0.120
H -0.33 -4.02 0.50  0.473
H 2.19 -2.74 -0.78  0.068
H 1.96 -2.79 1.09  0.207
H 3.24 -4.90 0.15  0.392
H 1.71 -5.30 1.19  0.298
H 2.31 -5.74 -1.81  0.312
H -0.61 -5.87 -0.77  0.255
H -0.01 -5.85 -2.57  0.376
H 0.67 -3.24 -2.26  0.216
H -1.19 -3.53 -1.97  0.442
C -0.55 1.09 4.85  -0.848
C 0.75 1.88 4.97  -0.528
C 1.43 2.10 3.62  0.075
C 1.78 0.76 2.99  0.108
N 2.07 -0.35 2.47  -0.571
H -0.38 0.08 4.46  0.328
H -1.02 0.97 5.83  0.337
H -1.26 1.60 4.19  0.041
H 1.42 1.34 5.65  0.359
H 0.53 2.85 5.43  0.330
H 2.35 2.69 3.76  0.359
H 0.77 2.66 2.95  -0.030
C -3.86 5.89 2.13  -1.088
C -3.42 4.62 1.41  -0.570
C -2.68 3.65 2.33  -0.246
C -1.43 4.31 2.88  0.333
N -0.39 4.85 3.34  -0.588
H -3.01 6.46 2.51  0.263
H -4.41 6.55 1.44  0.337
H -4.52 5.66 2.97  0.315
H -2.77 4.90 0.57  0.276
H -4.30 4.13 0.99  0.347
H -2.40 2.75 1.77  0.260
H -3.33 3.34 3.16  0.378
C 0.65 9.08 1.60  -1.230
C -0.50 8.67 0.68  -0.211
C -1.74 9.55 0.85  -0.309
C -2.25 9.45 2.28  0.200
N -2.68 9.36 3.46  -0.506
H 0.38 8.98 2.66  0.371
H 1.52 8.45 1.42  0.326
H 0.94 10.12 1.42  0.333
H -0.76 7.62 0.88  0.082
H -0.16 8.73 -0.36  0.335
H -2.53 9.23 0.16  0.282
H -1.50 10.60 0.63  0.336
C 1.39 -8.61 -3.06  -0.905
C 0.47 -9.80 -3.33  -0.510
C 0.88 -10.60 -4.57  -0.419
C 0.82 -9.71 -5.80  0.242
N 0.77 -8.97 -6.82  -0.459
H 1.35 -7.88 -3.88  0.390
H 1.08 -8.08 -2.15  0.146
H 2.43 -8.93 -2.93  0.329
H -0.56 -9.44 -3.44  0.273
H 0.49 -10.46 -2.45  0.333
H 0.20 -11.45 -4.70  0.311
H 1.89 -10.99 -4.45  0.287
C 2.31 0.11 -2.44  -0.915
C 1.34 0.11 -3.61  -0.317
C 0.70 1.48 -3.87  -0.463
C -0.08 1.92 -2.64  0.318
N -0.73 2.28 -1.62  -0.511
H 1.81 0.36 -1.50  0.223
H 2.76 -0.88 -2.32  0.192
H 3.12 0.84 -2.60  0.387
H 0.55 -0.63 -3.42  0.119
H 1.87 -0.21 -4.52  0.363
H 0.03 1.43 -4.73  0.322
H 1.47 2.23 -4.09  0.309

E_HOMO: -12.1 eV
Net charge: +1



No. 3
This record from OMol25 describes a 8-piece molecular cluster, C24H48O12 overall in a non-equilibrium geometry. The level of theory is wB97M-V/def2-TZVPD.

Each line ends with the Mulliken charge.
Cartesian coordinates (Å):
C 2.80 -0.48 -4.11  -0.468
O 3.72 0.09 -4.97  -0.225
C 4.01 -0.51 -6.13  0.729
O 3.71 -1.65 -6.45  -0.569
O 4.76 0.35 -6.78  -0.327
C 5.16 0.12 -8.14  -0.645
H 2.66 0.14 -3.23  -0.053
H 3.14 -1.47 -3.81  0.383
H 1.81 -0.48 -4.58  0.307
H 5.30 -0.94 -8.33  0.323
H 6.08 0.62 -8.43  0.234
H 4.33 0.49 -8.75  0.280
C -3.36 -0.66 0.02  -0.153
O -3.62 -1.40 -1.14  -0.385
C -3.02 -1.28 -2.38  0.591
O -3.30 -1.96 -3.39  -0.584
O -2.04 -0.35 -2.35  -0.211
C -1.35 0.03 -3.58  -0.772
H -4.18 -0.75 0.73  0.341
H -3.39 0.39 -0.25  0.201
H -2.42 -0.89 0.52  -0.038
H -0.81 -0.84 -3.94  0.321
H -0.67 0.87 -3.41  0.219
H -2.04 0.33 -4.37  0.431
C 0.37 -1.76 0.05  -0.799
C 0.59 -0.43 0.67  0.899
O 0.85 -0.37 1.86  -0.620
C 0.48 0.76 -0.22  0.911
H 0.22 -1.65 -1.02  0.134
H -0.63 -2.10 0.30  -0.022
H 1.15 -2.46 0.36  0.470
H 1.11 0.78 -1.11  -0.374
H 0.72 1.64 0.38  -0.493
H -0.54 0.85 -0.58  -0.079
C 1.05 3.25 3.06  -0.734
C -0.02 3.39 4.09  0.799
O -0.86 4.30 4.14  -0.603
C -0.35 2.18 4.88  -0.642
H 1.67 2.39 3.33  0.317
H 1.69 4.12 2.91  0.404
H 0.66 3.00 2.08  -0.088
H -0.35 1.31 4.22  -0.221
H -1.30 2.16 5.41  0.350
H 0.46 1.98 5.57  0.441
C -2.11 -1.59 3.78  -0.045
C -1.41 -2.11 5.03  0.699
O -1.95 -2.53 6.01  -0.144
C 0.13 -2.19 5.01  -0.813
H -3.19 -1.75 3.80  0.497
H -1.70 -1.89 2.81  -0.081
H -1.93 -0.51 3.76  -0.067
H 0.50 -3.14 4.62  0.328
H 0.52 -2.15 6.02  0.416
H 0.51 -1.34 4.45  0.189
C 3.19 5.62 -1.57  -1.106
C 2.86 4.18 -1.18  0.515
O 2.26 3.91 -0.13  -0.503
C 3.27 3.11 -2.10  -0.791
H 3.94 6.06 -0.91  0.297
H 2.32 6.27 -1.56  0.314
H 3.55 5.57 -2.60  0.335
H 4.12 3.38 -2.73  0.488
H 2.41 2.91 -2.75  0.191
H 3.57 2.24 -1.51  0.259
C -1.52 -5.82 1.34  -0.864
C -0.52 -6.01 0.27  0.778
O 0.27 -5.12 -0.06  -0.525
C -0.58 -7.39 -0.50  -1.100
H -1.34 -4.92 1.92  -0.009
H -1.56 -6.69 2.01  0.412
H -2.52 -5.83 0.93  0.333
H -1.39 -7.29 -1.23  0.303
H -0.79 -8.19 0.20  0.349
H 0.34 -7.54 -1.07  0.322
C -4.20 2.91 3.61  -1.248
C -3.54 2.16 2.49  0.860
O -3.28 0.92 2.54  -0.431
C -2.95 2.93 1.37  -0.888
H -3.46 3.34 4.29  0.267
H -4.90 2.25 4.13  0.317
H -4.70 3.76 3.15  0.410
H -2.62 3.91 1.71  0.415
H -3.75 3.01 0.63  0.417
H -2.10 2.43 0.89  -0.082

E_HOMO (spin up / spin down): -11.7 / -11.7 eV
2S+1: 2
⟨S²⟩: 0.76
Net charge: +1



No. 4
This record from OMol25 describes a 8-piece molecular cluster, C24H48O16S4 overall in a non-equilibrium geometry. The level of theory is wB97M-V/def2-TZVPD.

Each line ends with the Mulliken charge.
Cartesian coordinates (Å):
C 3.73 -5.21 -3.08  -0.747
O 2.82 -4.38 -3.70  -0.369
H 3.64 -5.37 -1.95  0.232
H 3.74 -6.18 -3.54  0.367
H 4.75 -4.86 -3.13  0.274
H 2.12 -4.81 -4.19  0.316
C -0.95 0.16 -3.54  -0.255
O 0.29 -0.54 -3.76  -0.436
H -0.97 0.65 -2.53  -0.029
H -1.02 0.92 -4.30  0.383
H -1.80 -0.57 -3.59  0.124
H 0.11 -1.28 -4.37  0.244
C 3.13 -1.10 -2.13  0.058
C 3.61 0.28 -2.43  -0.267
O 3.64 0.91 -1.13  -0.377
C 2.87 0.20 -0.27  0.658
O 2.61 0.44 0.87  -0.570
O 2.45 -0.89 -0.84  -0.318
H 3.94 -1.81 -1.95  0.233
H 2.44 -1.50 -2.86  0.021
H 2.94 0.88 -3.04  0.218
H 4.59 0.27 -2.86  0.309
C 4.43 -0.87 3.34  -0.089
C 4.29 -1.76 4.56  -0.358
O 3.15 -1.17 5.27  -0.370
C 3.00 0.09 4.80  0.719
O 2.19 0.82 5.24  -0.528
O 3.96 0.36 3.93  -0.289
H 3.87 -1.16 2.48  0.049
H 5.50 -0.79 3.08  0.315
H 5.17 -1.60 5.20  0.246
H 4.01 -2.80 4.40  0.307
C -0.71 -0.79 4.06  -0.416
C -2.22 -0.71 4.02  -0.703
C -2.75 -1.71 2.90  -0.962
S -1.73 -1.33 1.54  1.191
O -2.26 -0.19 0.82  -0.609
O -1.38 -2.52 0.82  -0.730
C -0.31 -0.81 2.54  -0.347
H -0.34 -1.71 4.47  0.419
H -0.23 -0.06 4.72  0.277
H -2.57 0.28 3.82  0.226
H -2.65 -1.08 5.01  0.375
H -3.77 -1.56 2.68  0.548
H -2.57 -2.78 3.05  0.380
H 0.14 0.07 2.07  -0.217
H 0.18 -1.77 2.30  0.596
C -3.19 -4.67 -2.75  -0.731
C -2.43 -3.36 -2.21  -0.174
C -0.96 -3.65 -2.34  -0.103
S -0.86 -4.23 -4.02  1.335
O 0.14 -5.26 -4.20  -0.846
O -0.85 -3.07 -4.91  -0.744
C -2.53 -4.99 -4.09  -0.755
H -4.24 -4.43 -2.87  0.369
H -3.15 -5.56 -2.07  0.324
H -2.67 -3.09 -1.12  -0.004
H -2.84 -2.59 -2.88  0.172
H -0.68 -4.49 -1.65  0.331
H -0.23 -2.82 -2.27  0.007
H -2.52 -6.03 -4.34  0.387
H -2.93 -4.38 -4.94  0.342
C -2.51 3.28 -1.99  -0.215
C -3.34 4.55 -2.22  -0.601
C -2.64 5.62 -1.38  -0.563
S -1.00 5.47 -1.95  1.151
O -0.02 5.54 -0.93  -0.631
O -0.83 6.18 -3.21  -0.695
C -1.16 3.80 -2.56  -0.775
H -2.82 2.32 -2.53  0.273
H -2.32 3.11 -0.94  0.076
H -4.40 4.47 -1.85  0.340
H -3.43 4.89 -3.31  0.282
H -2.65 5.45 -0.29  0.236
H -2.92 6.72 -1.52  0.407
H -0.27 3.19 -2.34  0.300
H -1.22 3.88 -3.68  0.440
C 0.94 4.01 3.61  -1.055
C 0.65 2.64 2.90  -0.002
C -0.75 2.90 2.13  0.161
S -1.72 3.89 3.28  1.080
O -2.54 2.96 4.03  -0.669
O -2.31 5.01 2.60  -0.689
C -0.35 4.45 4.28  -0.632
H 1.33 4.73 2.94  0.452
H 1.73 3.79 4.30  0.396
H 0.59 1.82 3.58  -0.263
H 1.43 2.40 2.18  0.223
H -1.36 2.03 1.78  0.114
H -0.45 3.48 1.24  0.104
H -0.31 3.83 5.22  0.318
H -0.44 5.54 4.48  0.427

Energy relative to the best compared isomer or geometry (same formula, charge and spin): 42.2 kcal/mol
E_HOMO: -10.0 eV
Net charge: 0